{"formula": "C2H9OS", "method": "wB97M-V/def2-TZVPD", "symbols": ["O", "H", "H", "H", "C", "S", "C", "H", "H", "H", "H", "H", "H"], "positions_angstrom": [[1.18156, -1.93344, 1.69182], [1.05560, -1.93913, 2.65014], [1.59853, -2.78742, 1.53056], [-0.82602, -0.11687, 0.85682], [-1.50537, 1.44471, -0.99679], [-0.51432, 0.03460, -0.43820], [1.18612, 0.61924, -0.28254], [-1.88288, 1.20244, -1.98839], [-2.31841, 1.61121, -0.29199], [-0.86260, 2.31341, -0.98662], [1.21209, 1.69010, -0.11380], [1.77277, 0.24484, -1.10774], [1.52126, 0.14686, 0.64855]], "atomic_forces_ev_per_a": [[-0.11, 0.00, 0.28], [-0.01, 0.10, -0.10], [0.01, 0.01, -0.21], [-0.08, 0.33, 0.07], [-0.02, -0.05, 0.44], [0.14, -0.52, -0.51], [-0.15, -0.17, 1.21], [0.08, 0.08, 0.10], [-0.05, -0.15, -0.10], [0.06, 0.21, -0.20], [0.01, 0.12, -0.38], [-0.02, 0.16, -0.28], [0.13, -0.12, -0.33]], "orbital_gap_ev": 12.104, "total_charge": 1, "homo_ev": -15.641}

{"formula": "C6H10N2O", "method": "wB97M-V/def2-TZVPD", "symbols": ["H", "N", "C", "C", "C", "C", "C", "C", "N", "O", "H", "H", "H", "H", "H", "H", "H", "H", "H"], "positions_angstrom": [[2.59999, -1.52918, 0.98453], [2.83832, -1.24807, 0.03010], [1.93092, -0.49385, -0.49013], [0.68181, -0.03845, 0.18275], [0.76086, 0.08499, 1.67862], [-0.37404, 0.30287, -0.58863], [-0.45438, 0.24440, -2.08876], [-1.63744, 0.79086, 0.02935], [-2.21568, -0.06128, 0.91654], [-2.16085, 1.84434, -0.30282], [2.08369, -0.15869, -1.52915], [0.57369, -0.88450, 2.15101], [0.04920, 0.81224, 2.08044], [1.75244, 0.43367, 1.98850], [0.15226, -0.56478, -2.50621], [-1.48125, 0.05379, -2.42099], [-0.12699, 1.19414, -2.52340], [-1.85945, -0.98636, 1.10754], [-3.11310, 0.20385, 1.30071]], "atomic_forces_ev_per_a": [[-0.05, 0.18, -0.06], [-0.87, 0.80, -0.74], [0.75, -0.84, 0.45], [0.08, 0.40, -0.94], [-0.17, 0.18, 0.25], [0.51, -0.32, 0.61], [0.18, -0.29, -0.33], [-0.61, 0.30, -0.13], [-0.34, -0.05, 0.31], [0.31, -0.38, 0.23], [0.02, -0.19, 0.46], [0.06, 0.11, 0.14], [-0.02, -0.26, -0.14], [-0.09, -0.20, -0.15], [0.00, 0.22, 0.10], [0.16, 0.20, 0.16], [-0.12, -0.10, -0.01], [0.01, 0.32, -0.12], [0.19, -0.07, -0.09]], "smiles": "[H]/N=C\\C(C)=C(/C)C(N)=O", "orbital_gap_ev": 9.902, "homo_ev": -9.520}

{"formula": "C6H14N3O6P2S5SbY", "method": "wB97M-V/def2-TZVPD", "symbols": ["Y", "S", "Sb", "S", "S", "S", "N", "C", "C", "P", "O", "O", "O", "P", "O", "O", "O", "H", "H", "H", "H", "H", "H", "H", "H", "C", "N", "C", "C", "N", "C", "S", "H", "H", "H", "H", "H", "H"], "positions_angstrom": [[-1.10139, 1.00089, 1.19426], [-1.13248, 2.75650, 6.16539], [-0.57250, 2.62106, 3.98719], [-2.51456, 2.70230, 2.51252], [0.17827, 0.38342, 3.34624], [0.91272, 3.95696, 2.84460], [-1.85536, -2.98355, -0.88463], [-1.90959, -1.58731, -1.46903], [-2.34149, -1.62824, -2.92160], [-3.01592, -0.65438, -0.34276], [-4.40519, -1.44081, -0.61316], [-2.45873, -0.99262, 1.02190], [-3.07566, 0.79332, -0.65560], [-0.15948, -0.91642, -1.28637], [0.20480, -1.71561, 0.06376], [0.63089, -1.36517, -2.45548], [-0.25865, 0.55292, -0.95817], [-2.74244, -3.46894, -1.01898], [-1.66489, -2.87314, 0.12245], [-1.08538, -3.51631, -1.29322], [-3.32896, -2.08289, -3.02903], [-1.60560, -2.15341, -3.53133], [-2.40183, -0.60355, -3.28749], [-5.13149, -1.01305, -0.13937], [1.18766, -1.71374, 0.27305], [3.49706, 1.45263, 1.97400], [3.18288, 1.28608, 0.56489], [2.88758, 2.34387, -0.27570], [2.61498, 1.82755, -1.49058], [2.76804, 0.46257, -1.37603], [3.08272, 0.11780, -0.10635], [3.27301, -1.47111, 0.47436], [4.35648, 2.11570, 2.07754], [3.72122, 0.47870, 2.39706], [2.64367, 1.90577, 2.47488], [2.86420, 3.35531, 0.08986], [2.29941, 2.29647, -2.40353], [2.45600, -0.22957, -2.04556]], "atomic_forces_ev_per_a": [[-0.30, 0.02, 0.30], [0.09, 0.05, -0.08], [-0.09, -0.13, -0.40], [0.19, -0.08, 0.02], [-0.07, 0.15, -0.14], [-0.06, -0.11, 0.02], [-0.01, -0.05, 0.02], [0.09, 0.16, -0.02], [0.00, -0.01, 0.01], [-0.34, -0.01, -0.08], [0.20, 0.05, 0.05], [0.21, 0.27, -0.02], [0.06, -0.09, 0.07], [0.25, -0.21, 0.03], [-0.10, 0.14, -0.23], [-0.05, 0.01, -0.07], [-0.13, 0.00, 0.47], [0.00, -0.01, 0.00], [0.01, 0.04, 0.01], [-0.01, -0.01, -0.04], [0.00, 0.01, -0.01], [0.00, -0.01, 0.00], [-0.01, 0.00, 0.00], [-0.03, -0.05, -0.03], [0.12, -0.02, 0.01], [0.07, 0.03, 0.14], [-0.01, -0.07, 0.01], [-0.05, 0.03, -0.08], [0.02, 0.01, 0.07], [-0.06, -0.12, -0.07], [0.04, 0.14, 0.00], [0.00, 0.04, 0.03], [0.04, -0.05, -0.06], [-0.05, -0.03, -0.02], [-0.03, -0.04, 0.08], [-0.01, -0.01, 0.01], [0.01, 0.01, 0.00], [0.00, -0.02, -0.02]], "orbital_gap_ev": 6.084, "total_charge": -1, "homo_ev": -4.584}

{"formula": "C6H12N2O2S2", "method": "wB97M-V/def2-TZVPD", "symbols": ["C", "C", "C", "C", "C", "C", "H", "H", "H", "H", "H", "H", "H", "H", "H", "H", "H", "H", "N", "N", "O", "O", "S", "S"], "positions_angstrom": [[-2.81618, 0.29735, 0.25799], [-2.34169, 1.40076, 1.18040], [-1.66985, 0.03967, 1.19255], [2.27518, -1.19370, -0.00840], [2.44137, -1.35633, -1.47540], [1.64305, -0.52847, -2.40400], [-2.37860, 1.28428, -1.33544], [-3.79018, -0.15356, 0.43648], [-2.97513, 1.64333, 2.02152], [-0.26569, 2.21805, 0.50017], [-1.80447, -0.57759, 2.07772], [-0.59055, -0.18365, -0.34320], [0.68023, 0.40335, 2.06898], [2.07591, -0.48529, 2.32525], [3.02528, -1.66697, 0.63869], [2.68235, -2.36874, -1.79735], [1.28812, -0.98760, -3.32266], [0.97107, 0.19472, -1.95469], [1.18964, -0.43566, 1.82535], [1.30529, -0.51976, 0.46448], [-2.44417, 0.34788, -1.08436], [-0.41933, -0.09089, 0.61262], [-1.47834, 2.80765, 0.50061], [3.39668, -0.08884, -2.37735]], "atomic_forces_ev_per_a": [[-0.19, -0.16, 0.27], [0.03, 0.05, -0.03], [-1.16, 0.03, 0.19], [0.12, -0.16, 0.55], [-0.06, -0.11, 0.07], [-0.13, -0.10, -0.10], [0.07, -0.11, 0.00], [0.14, 0.11, -0.05], [-0.03, 0.00, 0.00], [-0.08, 0.09, -0.09], [0.01, 0.07, -0.12], [0.10, 0.14, 0.25], [0.31, -0.18, 0.06], [-0.01, 0.01, -0.25], [-0.06, -0.20, -0.13], [-0.04, 0.19, 0.03], [0.07, 0.08, 0.14], [0.12, -0.01, -0.07], [2.00, -0.24, 1.45], [7.54, -1.33, -0.99], [-0.10, 0.16, -0.11], [-8.75, 1.72, -1.12], [0.05, -0.10, 0.04], [0.02, 0.05, -0.01]], "orbital_gap_ev": 9.127, "homo_ev": -8.476}

{"formula": "H2O3S2", "method": "wB97M-V/def2-TZVPD", "symbols": ["O", "O", "O", "S", "S", "H", "H"], "positions_angstrom": [[0.11045, 2.29900, -1.27681], [-0.56099, -0.38619, 0.13884], [1.57294, 1.65762, 0.60434], [0.92847, 1.29060, -0.63012], [-0.00654, -1.96557, 0.03858], [-0.51581, -2.49839, 1.07230], [-1.52852, -0.39707, 0.05287]], "atomic_forces_ev_per_a": [[0.37, -0.89, 0.62], [-1.13, -0.87, 0.79], [-0.43, -0.22, -0.42], [0.78, 1.66, -0.52], [1.14, 0.74, -2.44], [-0.96, -0.57, 2.14], [0.24, 0.15, -0.17]], "orbital_gap_ev": 9.747, "homo_ev": -10.114}

{"formula": "CH5N5O2PdS4Sb", "method": "wB97M-V/def2-TZVPD", "symbols": ["Pd", "S", "Sb", "S", "S", "S", "N", "N", "C", "N", "N", "N", "O", "O", "H", "H", "H", "H", "H"], "positions_angstrom": [[0.21082, -0.05372, 0.42304], [3.64584, -1.18884, 4.51564], [3.11080, 0.02870, 2.58057], [1.22712, -1.92384, 0.28858], [0.62963, -0.40046, 2.54789], [2.55426, 2.02489, 3.73732], [-2.05024, 0.22570, -0.54402], [-2.43151, 1.54946, -0.32175], [-1.54068, 2.49291, 0.06977], [-1.99004, 3.73455, 0.16788], [-0.30090, 2.05081, 0.29778], [0.71286, 2.95379, 0.59197], [1.80463, 2.44272, 0.73051], [0.48665, 4.14122, 0.68797], [-2.18788, -0.02184, -1.51771], [-2.58610, -0.39836, 0.04748], [-3.38537, 1.82148, -0.50000], [-2.94847, 3.94436, -0.05254], [-1.35313, 4.46546, 0.44218]], "atomic_forces_ev_per_a": [[-0.57, 0.91, -0.78], [0.01, -0.03, 0.00], [-0.19, 0.07, 0.12], [0.10, -0.40, 0.70], [0.64, -0.65, -0.05], [0.11, 0.08, 0.02], [0.07, -0.01, -0.10], [-0.05, 0.08, 0.08], [-0.01, -0.05, -0.17], [-0.10, -0.14, -0.01], [-0.03, 0.10, 0.16], [0.18, -0.33, 0.06], [-0.14, 0.12, -0.04], [0.01, 0.19, 0.04], [-0.01, 0.00, -0.03], [-0.05, -0.01, 0.01], [-0.02, -0.02, -0.01], [0.00, 0.07, -0.01], [0.06, 0.03, 0.03]], "orbital_gap_ev": [7.652, 5.865], "total_charge": 1, "homo_ev": [-12.345, -11.922], "multiplicity": 5}

{"formula": "C23H41BrP2Re", "method": "wB97M-V/def2-TZVPD", "symbols": ["Re", "C", "C", "C", "C", "C", "C", "H", "H", "H", "C", "H", "H", "H", "C", "H", "H", "H", "C", "H", "H", "H", "C", "H", "H", "H", "C", "C", "C", "C", "C", "C", "C", "C", "H", "H", "H", "H", "H", "H", "H", "H", "H", "H", "H", "H", "P", "C", "C", "P", "C", "C", "C", "H", "H", "H", "H", "H", "H", "H", "H", "H", "H", "H", "H", "H", "H", "Br"], "positions_angstrom": [[1.59504, -1.07580, 1.29269], [-0.10826, -1.24149, 2.55947], [0.11538, -2.46707, 1.85321], [2.01692, -2.00727, 3.14392], [1.06265, -0.94331, 3.34789], [1.42657, -2.94865, 2.22160], [-1.33956, -0.39572, 2.50029], [-2.01012, -0.78619, 1.73694], [-1.08667, 0.64939, 2.28908], [-1.89647, -0.40046, 3.44545], [1.25107, 0.26279, 4.19773], [0.71926, 1.12865, 3.78036], [2.31261, 0.52009, 4.30803], [0.83836, 0.09843, 5.20516], [3.35684, -2.10067, 3.78628], [3.24926, -2.29655, 4.85830], [3.92640, -1.17758, 3.68257], [3.94112, -2.90742, 3.33677], [2.00906, -4.27551, 1.84367], [1.84445, -5.02181, 2.63982], [3.09303, -4.19419, 1.69986], [1.54718, -4.66225, 0.92447], [-0.90524, -3.11982, 0.96978], [-1.75437, -3.52880, 1.53754], [-0.44502, -3.92223, 0.37984], [-1.33643, -2.36923, 0.30008], [-2.94656, 3.49746, 0.62906], [-4.02411, 2.82972, 0.18536], [-4.54346, 2.66115, -1.22148], [-3.52224, 2.69842, -2.36813], [-2.47741, 1.77390, -1.98276], [-1.33539, 2.02149, -1.24828], [-0.78704, 3.37518, -0.81856], [-1.94321, 4.24204, -0.25029], [-5.31857, 3.40825, -1.44684], [-3.13991, 3.69863, -2.64380], [-5.07069, 1.69699, -1.24508], [-2.41870, 4.70898, -1.11119], [-2.75558, 3.63832, 1.70296], [-4.63839, 2.27431, 0.89716], [-1.49354, 5.06388, 0.32397], [-0.06272, 3.22777, -0.00613], [-1.34626, 1.35637, -0.39197], [-0.24174, 3.90313, -1.62086], [-3.96414, 2.27576, -3.29230], [-2.85069, 0.75138, -1.99737], [0.22514, 0.84057, -2.08768], [0.62195, 2.21276, -3.29539], [-0.74182, -0.21874, -3.24323], [2.13793, -1.32092, -0.89279], [1.91285, 0.12389, -2.04476], [1.19412, -2.66666, -1.72289], [3.79031, -1.92141, -1.42001], [1.44756, 2.82260, -2.89305], [-0.24012, 2.86566, -3.50026], [0.96678, 1.74649, -4.22414], [-0.62165, 0.18741, -4.25321], [-1.81749, -0.31488, -3.03060], [-0.34006, -1.23485, -3.21747], [3.69474, -2.86066, -1.96100], [4.40779, -2.03998, -0.53485], [4.23123, -1.21620, -2.11112], [2.58428, 0.91745, -1.68424], [2.14044, -0.20363, -3.06783], [1.47547, -3.58091, -1.21047], [1.52827, -2.71110, -2.76724], [0.11170, -2.53785, -1.65672], [2.74781, 1.19051, 0.88466]], "atomic_forces_ev_per_a": [[2.75, 4.42, -1.72], [-0.14, 0.01, 1.87], [-0.83, -0.63, 0.61], [-1.01, 0.31, 1.15], [-0.98, -0.84, 1.54], [-0.21, -1.33, 0.06], [0.03, 0.13, -0.22], [-0.07, 0.20, -0.06], [-0.13, -0.09, -0.04], [0.29, -0.14, -0.06], [-0.04, 0.42, 0.37], [0.23, -0.19, 0.08], [-0.31, -0.03, -0.06], [0.14, -0.06, -0.26], [0.32, -0.14, -0.16], [-0.05, -0.05, -0.16], [-0.02, 0.07, 0.01], [-0.04, 0.10, 0.17], [0.15, -0.30, 0.00], [-0.02, 0.32, -0.27], [-0.24, -0.11, -0.09], [0.24, 0.09, 0.28], [-0.08, -0.13, -0.11], [0.42, -0.02, 0.01], [-0.31, 0.23, 0.11], [0.08, -0.20, -0.11], [-0.04, 0.32, -0.39], [0.44, 0.06, 0.48], [-0.51, 0.12, 0.03], [0.21, 0.75, -1.81], [-0.39, -0.80, 0.13], [1.16, -0.33, 2.12], [-0.04, 0.09, 0.20], [-0.03, 0.34, -0.21], [0.15, -0.07, 0.19], [-0.37, -0.43, 0.39], [0.15, 0.18, -0.15], [-0.24, 0.11, 0.25], [-0.26, -0.53, -0.41], [0.10, 0.48, 0.12], [-0.12, -0.24, -0.14], [-0.01, -0.26, -0.27], [-0.23, -0.04, 0.41], [-0.49, -0.12, 0.37], [-0.24, 0.39, 0.42], [0.23, 0.11, 0.21], [-0.58, 1.65, -3.03], [0.47, -0.12, 0.36], [-0.01, -0.86, 0.13], [0.20, -1.52, -4.33], [0.00, -0.59, 0.91], [-0.17, 0.51, -0.06], [0.02, 0.25, 0.48], [-0.33, -0.12, -0.17], [0.28, -0.43, 0.06], [-0.02, 0.14, 0.12], [-0.06, -0.16, 0.19], [0.69, 0.10, -0.05], [-0.02, 0.19, -0.22], [-0.06, -0.10, 0.24], [0.35, -0.06, -0.15], [0.29, 0.30, 0.06], [-0.15, -0.30, -0.40], [0.03, 0.18, 0.12], [-0.01, -0.21, -0.04], [-0.22, -0.14, 0.19], [0.16, -0.11, -0.03], [-0.52, -0.75, 0.75]], "orbital_gap_ev": [6.866, 6.715], "total_charge": 2, "homo_ev": [-13.845, -14.478], "multiplicity": 4}

| no. | strongest force on any atom (eV/A) |
| --- | --- |
| 1 | 1.2 |
| 2 | 1.4 |
| 3 | 0.5 |
| 4 | 9.0 |
| 5 | 2.8 |
| 6 | 1.3 |
| 7 | 5.5 |